[1]
Formula: C35H31NOP
Source: the Open Molecules 2025 dataset
Level of theory: wB97M-V/def2-TZVPD

```
69
Properties=species:S:1:pos:R:3:forces:R:3
C -3.027 1.306 -0.725 -0.28 -0.20 -0.24
C -1.595 1.776 -0.729 0.20 0.33 -0.31
C -0.712 1.198 0.235 0.14 1.00 0.32
P 0.591 2.343 0.609 -0.32 -0.99 -0.74
C 1.835 2.074 -0.692 0.35 0.01 -0.13
C 1.782 2.802 -1.889 0.07 -0.14 0.01
C 2.585 2.431 -2.969 0.00 -0.17 0.27
C 3.401 1.303 -2.871 -0.14 0.01 0.06
C 3.441 0.569 -1.683 -0.08 0.05 0.11
C 2.685 0.968 -0.580 -0.12 0.19 -0.39
C 0.425 4.168 0.678 -0.45 0.35 0.17
C 1.520 4.957 0.282 -0.03 -0.16 0.00
C 1.473 6.348 0.371 -0.19 -0.20 0.15
C 0.327 6.974 0.859 0.00 -0.27 -0.03
C -0.761 6.203 1.274 0.06 -0.26 0.03
C -0.717 4.805 1.202 0.38 -0.11 -0.18
C 1.282 1.867 2.206 0.12 0.06 0.26
C 2.165 2.728 2.879 -0.05 -0.48 -0.02
C 2.754 2.309 4.071 -0.10 -0.07 -0.03
C 2.452 1.057 4.610 -0.06 0.01 -0.20
C 1.539 0.225 3.964 -0.04 0.11 -0.13
C 0.937 0.635 2.777 0.44 0.21 0.16
O -1.252 2.700 -1.505 -0.09 -0.66 0.94
H -3.265 0.712 0.159 0.00 0.09 -0.04
H -3.661 2.200 -0.755 0.05 -0.25 -0.04
H -3.241 0.700 -1.610 -0.03 0.16 -0.05
H -0.975 0.275 0.792 0.12 1.24 -0.09
H 1.097 3.644 -1.983 0.16 -0.29 0.00
H 2.553 3.017 -3.886 0.01 -0.17 0.17
H 3.998 0.991 -3.727 -0.10 0.07 0.22
H 4.055 -0.326 -1.610 0.05 0.21 -0.04
H 2.730 0.417 0.361 0.04 0.06 -0.20
H 2.424 4.484 -0.108 -0.31 0.19 0.16
H 2.339 6.931 0.062 -0.21 -0.10 0.06
H 0.287 8.061 0.922 -0.03 -0.26 -0.01
H -1.652 6.693 1.665 0.20 -0.14 -0.09
H -1.552 4.198 1.558 0.17 0.25 -0.19
H 2.386 3.713 2.465 0.01 -0.30 0.13
H 3.456 2.963 4.580 -0.12 -0.08 -0.04
H 2.921 0.725 5.534 -0.08 0.12 -0.18
H 1.286 -0.752 4.366 0.06 0.18 0.11
H 0.196 -0.002 2.304 0.16 0.25 0.13
C 0.942 -2.408 0.706 0.09 0.75 0.87
C 0.304 -2.465 -0.618 -0.25 -3.33 -0.87
N -0.602 -3.437 -0.835 1.11 2.42 0.15
C -0.881 -4.093 -2.068 -0.95 -1.11 -0.80
C -0.051 -4.283 -3.159 -0.01 0.19 -0.08
C -0.546 -5.027 -4.244 -0.30 0.17 0.44
C -1.837 -5.583 -4.197 0.24 0.16 0.04
C -2.623 -5.512 -3.041 0.43 0.51 0.35
C -2.112 -4.793 -1.956 0.56 0.33 -1.19
C -2.602 -4.586 -0.621 -0.35 0.60 1.14
C -1.648 -3.797 0.074 -1.04 -1.35 0.39
C -1.817 -3.523 1.417 -0.01 0.12 0.20
C -3.005 -3.929 2.044 0.11 0.02 -0.42
C -4.004 -4.603 1.332 0.34 0.11 0.05
C -3.794 -4.973 0.001 0.49 0.36 -0.19
H 1.994 -2.140 0.558 -0.18 -0.04 0.01
H 0.538 -1.638 1.374 0.06 0.01 -0.25
H 0.859 -3.359 1.255 0.09 0.27 -0.46
H 0.851 -2.076 -1.496 -0.63 -0.10 0.38
H 0.955 -3.873 -3.138 -0.10 -0.05 -0.30
H 0.074 -5.165 -5.128 -0.17 0.05 0.24
H -2.227 -6.082 -5.081 0.13 -0.02 0.21
H -3.615 -5.962 -2.971 0.42 0.01 -0.14
H -1.036 -3.029 1.976 -0.33 0.08 0.17
H -3.140 -3.701 3.097 -0.02 -0.03 -0.19
H -4.943 -4.835 1.828 0.21 -0.08 -0.11
H -4.545 -5.516 -0.571 0.14 0.09 0.23
```
Forces are in eV/Å.

Values from the calculation:
Orbital gap in eV: 4.808
Molecular weight in g/mol: 512.6
Charge: +1
ΔE to the lowest compared entry with this formula, charge and spin in kcal/mol: 43.51
Highest occupied orbital energy in eV: -9.795
Multiplicity: 1

***

[2]
Formula: C31H26N3O2PS5Se2Tl
Source: the Open Molecules 2025 dataset
Level of theory: wB97M-V/def2-TZVPD

```
71
Properties=species:S:1:pos:R:3:forces:R:3
Tl 0.584 0.431 0.311 0.20 -0.11 0.09
S 2.780 0.888 1.510 0.03 0.01 0.14
S 2.126 2.274 2.881 0.00 -0.03 -0.05
S 1.071 3.605 1.719 -0.03 -0.03 0.03
S -0.602 2.525 1.218 -0.05 0.14 -0.09
Se -1.490 -0.687 -1.122 -0.09 0.07 -0.05
P -2.227 -1.470 0.777 0.05 -0.04 0.01
Se -0.947 -1.033 2.435 0.00 -0.05 0.06
C -3.864 -0.700 1.015 -0.03 0.03 0.00
C -3.932 0.552 1.621 0.00 -0.01 0.02
C -5.147 1.213 1.713 -0.01 0.01 0.00
C -6.301 0.628 1.208 0.00 0.00 0.00
C -6.237 -0.621 0.607 0.01 -0.01 0.00
C -5.021 -1.283 0.507 -0.02 0.01 -0.02
C -2.598 -3.241 0.643 -0.02 -0.01 -0.02
C -3.174 -3.876 1.742 0.00 0.01 0.02
C -3.472 -5.226 1.685 0.00 0.00 0.00
C -3.185 -5.951 0.533 0.00 0.00 0.01
C -2.598 -5.324 -0.553 0.00 0.00 0.00
C -2.303 -3.968 -0.500 0.03 0.00 -0.01
H -3.030 1.001 2.023 0.01 0.00 0.00
H -5.190 2.187 2.183 0.00 0.00 0.00
H -7.250 1.144 1.288 0.00 0.00 0.00
H -7.134 -1.084 0.215 0.00 0.00 0.00
H -4.975 -2.254 0.029 0.01 -0.01 0.00
H -3.375 -3.312 2.646 0.00 0.00 0.00
H -3.916 -5.717 2.542 0.00 0.00 0.00
H -3.408 -7.011 0.493 0.00 0.00 0.00
H -2.349 -5.890 -1.441 0.00 0.00 0.00
H -1.815 -3.478 -1.332 0.00 0.00 0.00
C 5.949 -2.649 4.360 0.01 0.00 0.01
C 4.935 -2.838 3.264 -0.01 0.00 0.00
C 3.583 -2.596 3.491 0.01 0.00 0.00
C 2.648 -2.765 2.484 0.01 -0.02 -0.02
C 3.066 -3.187 1.230 -0.06 0.07 0.06
C 4.406 -3.439 0.983 0.02 -0.03 -0.03
C 5.332 -3.264 1.999 0.00 0.00 0.00
S 1.867 -3.270 -0.076 0.02 -0.06 -0.01
O 0.624 -3.667 0.532 0.02 -0.02 -0.04
O 2.425 -4.124 -1.104 0.00 -0.01 0.02
N 1.711 -1.757 -0.537 0.00 -0.04 0.04
C 2.462 -1.136 -1.478 -0.08 0.05 0.02
C 3.456 -1.672 -2.326 0.06 0.02 -0.05
C 4.094 -0.831 -3.208 0.01 -0.04 0.01
C 3.765 0.524 -3.275 -0.03 0.03 0.03
C 2.777 0.976 -2.428 0.08 0.02 -0.03
N 2.154 0.176 -1.569 -0.18 0.02 -0.05
H 5.523 -2.096 5.196 0.00 0.00 0.00
H 6.819 -2.100 3.999 0.00 0.00 0.00
H 6.302 -3.611 4.740 0.00 0.00 0.00
H 3.259 -2.250 4.466 0.00 0.00 0.00
H 1.596 -2.565 2.652 0.00 0.01 0.01
H 4.712 -3.777 0.001 -0.01 0.01 0.00
H 6.382 -3.456 1.807 0.00 0.00 0.00
H 3.683 -2.725 -2.282 -0.01 0.01 0.01
H 4.860 -1.235 -3.859 0.00 0.00 0.00
H 4.259 1.200 -3.959 0.00 0.00 0.00
H 2.458 2.011 -2.414 -0.01 -0.01 -0.01
N -0.103 2.384 -2.086 0.13 -0.04 -0.31
C -1.124 2.693 -2.511 0.02 0.22 0.16
C -2.428 3.140 -2.918 -0.08 -0.16 0.08
C -2.575 4.109 -3.907 -0.01 -0.01 0.00
C -3.846 4.538 -4.252 0.00 0.01 -0.01
C -4.958 4.005 -3.614 0.00 0.00 0.01
C -4.806 3.039 -2.628 -0.01 0.00 0.00
C -3.541 2.600 -2.274 0.01 0.01 0.00
H -1.698 4.518 -4.390 0.00 0.00 0.00
H -3.968 5.292 -5.018 0.00 0.00 0.00
H -5.949 4.346 -3.886 0.00 0.00 0.00
H -5.673 2.626 -2.130 0.01 -0.01 0.01
H -3.396 1.847 -1.509 0.00 -0.01 0.00
```
Forces are in eV/Å.

Values from the calculation:
Orbital gap in eV: 6.931
Molecular weight in g/mol: 1026.2
Charge: -1
ΔE to the lowest compared entry with this formula, charge and spin in kcal/mol: 6.57
Highest occupied orbital energy in eV: -4.761
Multiplicity: 1

***

[3]
Formula: C41H42Br2F4N2O4
Source: the Open Molecules 2025 dataset
Level of theory: wB97M-V/def2-TZVPD

```
95
Properties=species:S:1:pos:R:3:forces:R:3
C 0.992 -0.671 4.729 -0.11 -0.20 -0.02
C 0.339 -0.061 3.518 0.01 -0.19 0.13
Br 1.204 1.452 2.799 0.11 0.22 -0.12
C -0.761 -0.484 2.909 0.15 0.23 -0.18
Br -1.656 -2.012 3.568 -0.16 -0.19 0.10
C -1.437 0.112 1.733 0.26 -0.11 -0.06
C -1.200 -0.262 0.471 0.03 0.11 0.23
C -0.228 -1.313 0.023 0.20 -0.07 0.00
C 1.140 -0.741 -0.437 -0.15 0.07 0.35
C 1.801 -1.453 -1.596 -1.80 0.68 0.29
O 2.930 -1.785 -1.611 1.91 -0.54 0.02
O 1.053 -1.559 -2.713 -0.19 -0.66 -0.54
C -1.954 0.449 -0.606 -0.28 -0.20 0.32
O -1.487 0.552 -1.716 0.08 -0.13 -0.35
C -3.323 0.958 -0.272 0.05 0.12 0.08
C -4.291 0.916 -1.415 0.01 0.30 -0.23
C -4.643 -0.544 -1.761 0.26 -0.22 -0.05
C -4.853 -1.455 -0.545 -0.39 -0.01 -0.09
C -5.588 -2.745 -0.914 0.12 0.03 0.11
N -4.818 -3.527 -1.894 -0.10 -0.26 0.05
C -3.547 1.345 0.989 0.08 0.16 -0.14
C -4.809 1.949 1.544 -0.15 0.18 -0.14
N -5.539 0.939 2.337 -0.17 0.28 0.14
C -2.445 1.193 1.989 -0.06 -0.09 -0.12
O -2.380 1.887 2.977 -0.08 -0.11 0.19
H 1.829 -0.064 5.075 -0.14 -0.08 -0.09
H 0.259 -0.757 5.542 0.15 0.00 -0.16
H 1.360 -1.683 4.498 -0.12 0.29 0.08
H -0.057 -2.025 0.839 -0.08 0.10 -0.18
H -0.720 -1.862 -0.790 0.08 0.01 0.13
H 1.846 -0.758 0.398 -0.13 0.09 -0.15
H 1.022 0.300 -0.768 0.00 -0.18 0.07
H 0.119 -1.725 -2.527 0.01 0.54 0.04
H -3.800 1.356 -2.293 -0.16 0.01 0.20
H -5.190 1.508 -1.212 0.16 -0.18 0.11
H -5.538 -0.562 -2.395 0.11 0.07 0.06
H -3.815 -0.942 -2.364 -0.26 -0.05 0.04
H -3.885 -1.744 -0.113 -0.14 0.16 0.05
H -5.434 -0.926 0.228 0.24 -0.13 -0.11
H -6.601 -2.501 -1.271 0.12 -0.02 0.01
H -5.714 -3.351 -0.008 0.04 0.11 -0.16
H -4.933 -4.520 -1.725 0.00 0.15 -0.03
H -5.138 -3.365 -2.841 0.05 0.12 0.02
H -5.444 2.328 0.733 0.18 -0.21 0.17
H -4.526 2.816 2.153 -0.04 -0.13 -0.10
H -5.414 1.124 3.328 0.07 -0.12 -0.15
H -6.536 1.016 2.164 0.13 -0.04 -0.01
F 6.142 4.045 -2.469 0.00 0.01 -0.01
C 5.295 3.074 -2.885 -0.01 0.01 0.00
C 5.178 1.928 -2.127 -0.01 -0.02 0.02
C 4.305 0.937 -2.556 0.01 0.07 0.00
C 3.575 1.108 -3.725 -0.03 -0.02 0.00
C 3.715 2.273 -4.467 0.00 -0.02 0.01
C 4.582 3.273 -4.050 -0.01 0.01 -0.02
H 5.760 1.819 -1.221 0.01 0.01 -0.01
H 4.189 0.029 -1.980 0.09 0.02 -0.02
H 2.897 0.330 -4.053 0.00 0.00 0.00
H 3.147 2.408 -5.378 -0.01 0.00 0.00
H 4.707 4.191 -4.608 0.01 0.00 0.01
F 1.880 -4.125 5.331 0.01 0.01 0.00
C 1.028 -4.749 6.176 0.02 -0.01 -0.01
C 1.447 -5.903 6.805 0.01 -0.03 0.01
C 0.566 -6.537 7.671 -0.02 0.02 0.00
C -0.703 -6.016 7.889 0.02 0.00 -0.01
C -1.093 -4.853 7.240 0.00 -0.02 0.01
C -0.223 -4.205 6.373 -0.04 -0.02 0.05
H 2.439 -6.290 6.616 0.00 0.01 0.00
H 0.875 -7.442 8.177 0.00 0.00 0.00
H -1.385 -6.515 8.564 0.00 0.00 0.00
H -2.081 -4.444 7.405 0.00 0.01 0.00
H -0.506 -3.300 5.855 0.01 0.02 -0.01
F 8.052 9.813 1.322 0.00 0.00 0.00
C 7.520 8.641 0.915 0.00 0.00 0.00
C 7.247 8.466 -0.427 -0.01 0.00 -0.03
C 6.702 7.258 -0.837 0.00 -0.01 0.00
C 6.438 6.255 0.086 0.00 -0.02 0.02
C 6.724 6.461 1.429 -0.01 0.01 -0.02
C 7.271 7.663 1.857 0.00 -0.02 0.02
H 7.460 9.263 -1.126 0.01 0.00 0.01
H 6.484 7.096 -1.884 0.00 0.00 0.00
H 6.015 5.317 -0.246 0.01 0.00 0.00
H 6.519 5.683 2.152 0.01 0.00 0.00
H 7.506 7.846 2.896 0.00 0.01 0.00
F -4.935 -2.828 -5.594 0.09 0.00 0.04
C -3.618 -2.565 -5.780 -0.06 0.00 0.02
C -3.262 -1.383 -6.396 -0.03 0.04 -0.02
C -1.912 -1.115 -6.576 0.00 -0.01 0.03
C -0.954 -2.022 -6.146 0.05 0.01 0.00
C -1.344 -3.205 -5.533 0.01 0.02 0.03
C -2.689 -3.487 -5.341 -0.03 -0.01 0.02
H -4.029 -0.694 -6.722 0.00 -0.01 0.01
H -1.611 -0.191 -7.050 0.00 0.00 -0.01
H 0.097 -1.807 -6.283 0.00 0.00 0.00
H -0.595 -3.911 -5.199 -0.01 -0.01 0.00
H -3.019 -4.397 -4.859 -0.01 0.00 0.00
```
Forces are in eV/Å.

Values from the calculation:
Orbital gap in eV: 7.928
Molecular weight in g/mol: 862.6
Highest occupied orbital energy in eV: -9.078
Multiplicity: 1
SMILES: C/C(Br)=C(\Br)C1=C(CCC(=O)O)C(=O)C(CCCCN)=C(CN)C1=O.Fc1ccccc1.Fc1ccccc1.Fc1ccccc1.Fc1ccccc1

***

[4]
Formula: C24H27N4O2SSiW
Source: the Open Molecules 2025 dataset
Level of theory: wB97M-V/def2-TZVPD

```
60
Properties=species:S:1:pos:R:3:forces:R:3
W 0.473 -0.429 -0.895 0.04 0.11 -0.14
O -0.185 -0.603 -2.686 -0.03 -0.04 -0.02
C 0.666 -0.795 -3.757 0.10 -0.01 0.05
C 0.203 -0.775 -5.058 0.01 0.01 0.04
C 1.112 -1.029 -6.076 -0.01 0.00 -0.02
C 2.446 -1.292 -5.792 0.00 0.00 0.01
C 2.894 -1.293 -4.478 -0.02 0.01 0.01
C 1.999 -1.033 -3.450 0.00 -0.02 -0.01
C 2.338 -0.989 -2.004 0.03 -0.10 -0.12
N 2.189 0.194 -1.340 -0.12 -0.01 0.20
N 2.937 1.094 -0.629 0.00 0.02 -0.12
C 2.136 1.574 0.262 -0.04 0.08 0.11
O 0.894 1.062 0.341 0.03 0.02 0.04
C 2.516 2.637 1.197 0.03 -0.03 -0.03
C 1.706 2.928 2.292 0.00 0.00 0.00
C 2.081 3.922 3.181 0.00 -0.01 0.00
C 3.260 4.625 2.978 0.00 0.00 0.01
C 4.067 4.336 1.885 0.01 0.00 -0.01
C 3.700 3.344 0.993 -0.02 0.00 0.02
H -0.841 -0.577 -5.260 0.00 0.00 -0.01
H 0.772 -1.028 -7.103 0.00 0.00 0.00
H 3.140 -1.493 -6.596 0.00 0.00 0.00
H 3.934 -1.488 -4.252 0.00 0.00 0.00
H 3.075 -1.691 -1.618 0.00 -0.01 -0.02
H 0.794 2.369 2.448 0.00 0.00 0.00
H 1.456 4.146 4.035 0.00 0.00 0.00
H 3.550 5.402 3.672 0.00 0.00 0.00
H 4.984 4.887 1.727 0.00 0.00 0.00
H 4.317 3.110 0.137 0.01 0.00 0.00
N -6.078 1.389 1.499 0.01 -0.02 0.01
C -5.688 0.666 0.418 0.05 -0.01 -0.02
S -6.965 0.012 -0.543 -0.03 0.00 0.01
C -4.331 0.463 0.108 -0.06 0.01 0.02
C -3.914 -0.459 -0.888 0.02 -0.01 -0.02
C -2.591 -0.627 -1.154 -0.02 0.02 0.02
N -1.604 0.046 -0.495 0.02 0.00 0.02
C -1.992 0.953 0.443 -0.07 0.00 -0.01
C -3.297 1.183 0.765 0.06 0.00 0.00
H -7.049 1.625 1.624 0.00 0.00 -0.01
H -5.505 1.391 2.328 -0.01 0.01 0.01
H -4.634 -1.055 -1.431 0.00 0.00 0.00
H -2.263 -1.315 -1.921 0.00 0.00 0.00
H -1.197 1.505 0.920 0.01 0.00 0.00
H -3.518 1.953 1.490 0.00 0.00 0.00
C 0.622 -3.844 2.680 0.01 -0.01 -0.03
Si -0.123 -2.314 1.918 0.07 0.04 0.00
C -1.961 -2.570 1.686 0.03 -0.02 -0.02
C 0.219 -0.818 2.983 0.00 -0.02 0.00
C 0.771 -2.129 0.222 -0.04 -0.03 0.02
H 0.176 -4.042 3.657 0.00 0.00 0.00
H 1.700 -3.742 2.820 0.00 0.01 0.00
H 0.447 -4.718 2.050 0.00 -0.01 0.01
H -2.381 -2.954 2.619 -0.01 0.01 0.00
H -2.165 -3.313 0.912 -0.02 0.01 0.00
H -2.496 -1.654 1.436 0.00 0.01 0.00
H -0.111 -1.010 4.007 0.00 0.00 0.00
H -0.302 0.072 2.626 0.00 0.00 0.00
H 1.286 -0.587 3.017 0.00 0.00 0.00
H 0.488 -2.997 -0.391 -0.01 0.00 0.01
H 1.842 -2.227 0.440 -0.01 -0.03 0.02
```
Forces are in eV/Å.

Values from the calculation:
<S²>: 2.016
Orbital gap (alpha / beta) in eV: 6.345 / 5.212
Molecular weight in g/mol: 647.5
Charge: +1
ΔE to the lowest compared entry with this formula, charge and spin in kcal/mol: 0.00
Highest occupied orbital energy (alpha / beta) in eV: -10.030 / -11.089
Multiplicity: 3

***

[5]
Formula: C2H9N2P
Source: the Open Molecules 2025 dataset
Level of theory: wB97M-V/def2-TZVPD

```
14
Properties=species:S:1:pos:R:3:forces:R:3
C -2.050 1.064 0.852 -2.68 -0.93 0.02
C 2.524 -0.746 -0.950 1.25 -1.79 -0.99
N -0.812 0.780 0.105 0.98 -1.39 0.13
N 1.229 -1.318 -0.852 -2.05 1.45 -0.04
P 0.007 -0.770 -0.010 -0.74 -1.02 -1.39
H -2.262 0.863 1.948 1.53 -0.67 -1.12
H -2.253 2.115 0.862 0.28 0.86 -0.46
H -2.991 0.621 0.342 1.48 0.40 0.61
H 2.720 -0.261 -1.964 -0.18 -0.38 1.37
H 2.647 -0.082 -0.116 1.16 0.58 0.18
H 3.181 -1.700 -0.893 -0.24 1.95 0.03
H -0.992 0.914 -0.863 -0.44 1.06 -0.94
H -0.858 -1.755 -0.523 -0.68 0.39 0.63
H 0.013 -0.900 1.321 0.33 -0.50 1.98
```
Forces are in eV/Å.

Values from the calculation:
Orbital gap in eV: 9.387
Molecular weight in g/mol: 92.1
ΔE to the lowest compared entry with this formula, charge and spin in kcal/mol: 50.44
Highest occupied orbital energy in eV: -8.457
Multiplicity: 1
SMILES: CN=[PH2]NC

***

no.,DFT total energy (eV)
1,-49616.8277
2,-239990.6973
3,-205322.7789
4,-55914.1918
5,-14486.4023